Record 1
67
Properties=species:S:1:pos:R:3:lowdin_charge:R:1 method="wB97M-V/def2-TZVPD" largest_force_ev_per_a=0.42 homo_ev="-10.4 / -10.2" gap_ev="5.959 / 5.399" charge=+1
Pd 0.425 1.463 0.148 0.6262
O 2.811 2.963 1.347 -0.0750
N 2.494 1.777 0.724 -0.1299
C 3.541 1.069 0.581 -0.0664
C 3.684 -0.256 -0.022 -0.1939
C 5.022 -0.637 -0.183 -0.0215
C 5.368 -1.860 -0.724 -0.0458
C 4.369 -2.740 -1.101 -0.0439
C 3.041 -2.382 -0.940 -0.0601
C 2.671 -1.147 -0.411 -0.2726
P 0.873 -0.838 -0.230 1.0614
C 0.442 -1.956 1.137 -0.3601
C 1.291 -1.948 2.247 -0.0853
C 0.957 -2.647 3.394 -0.0617
C -0.232 -3.362 3.452 -0.0681
C -1.079 -3.382 2.355 -0.0623
C -0.747 -2.685 1.201 -0.1186
C 0.125 -1.485 -1.752 -0.3545
C -0.153 -2.838 -1.943 -0.1078
C -0.683 -3.283 -3.144 -0.0599
C -0.928 -2.380 -4.169 -0.0594
C -0.645 -1.033 -3.989 -0.0564
C -0.130 -0.587 -2.786 -0.0922
H 2.070 3.588 1.193 -0.0869
H 4.463 1.524 0.936 0.1427
H 5.801 0.049 0.122 0.1187
H 6.409 -2.124 -0.843 0.1167
H 4.617 -3.706 -1.517 0.1164
H 2.277 -3.084 -1.239 0.0976
H 2.219 -1.390 2.217 0.1094
H 1.626 -2.636 4.244 0.1135
H -0.492 -3.911 4.347 0.1124
H -1.999 -3.951 2.388 0.1137
H -1.418 -2.726 0.353 0.0992
H 0.040 -3.556 -1.157 0.1004
H -0.901 -4.334 -3.278 0.1119
H -1.341 -2.726 -5.107 0.1116
H -0.836 -0.328 -4.787 0.1124
H 0.066 0.472 -2.648 0.0844
Br 0.479 5.202 0.875 0.1936
C -1.208 3.511 -1.533 -0.5966
C -1.708 4.585 -2.233 -0.0697
C -3.058 4.586 -2.619 -0.0463
C -3.862 3.520 -2.317 0.0059
C -3.368 2.400 -1.603 -0.1555
C -4.165 1.270 -1.311 -0.0185
C -3.628 0.214 -0.640 -0.0522
C -2.283 0.246 -0.207 -0.1103
C -1.478 1.326 -0.453 -0.2516
C -2.021 2.415 -1.183 -0.2152
H -1.064 5.419 -2.476 0.1170
H -3.456 5.431 -3.162 0.1146
H -4.899 3.517 -2.628 0.1231
H -5.197 1.251 -1.636 0.1198
H -4.231 -0.659 -0.428 0.1108
H -1.903 -0.615 0.327 0.0560
C -1.415 0.474 4.129 -0.0514
N -0.934 0.460 2.755 -0.0250
C -0.290 1.456 2.171 -0.3020
N -0.041 2.533 2.900 0.1261
S 0.459 3.422 -1.075 0.6593
H -1.884 -0.482 4.341 0.0884
H -2.153 1.266 4.272 0.0945
H -0.589 0.611 4.831 0.0937
H -1.093 -0.373 2.216 0.0722
H -0.399 2.648 3.839 0.1016
H 0.268 3.378 2.436 -0.0487

Record 2
68
Properties=species:S:1:pos:R:3:lowdin_charge:R:1 method="wB97M-V/def2-TZVPD" largest_force_ev_per_a=0.57 homo_ev=-12.1 gap_ev=8.612 charge=+1
Pd 0.710 -2.384 -0.963 1.0661
O -0.991 -4.616 1.723 0.1380
C -0.446 -3.610 1.347 -0.5574
O 0.618 -3.631 0.557 -0.1585
C -0.897 -2.260 1.956 -0.0868
C 0.181 -1.731 2.906 -0.2100
C -0.346 -0.704 3.904 -0.0670
C -0.365 0.588 3.065 -0.0636
C 0.470 0.201 1.847 -0.2751
O 1.131 -0.958 2.129 0.0164
C -1.440 -1.178 0.986 -0.0763
C -2.042 -1.871 -0.263 -0.5839
O -3.254 -1.928 -0.295 0.1028
O -1.247 -2.410 -1.124 -0.1039
H -1.755 -2.536 2.569 0.1686
H 0.722 -2.555 3.366 0.1736
H 0.359 -0.610 4.728 0.1281
H -1.318 -0.969 4.315 0.1323
H 0.105 1.424 3.579 0.1264
H -1.372 0.900 2.783 0.1247
H 1.168 0.933 1.452 0.1496
H -2.262 -0.642 1.454 0.1485
O -0.433 -0.096 0.668 -0.1566
Si -0.932 1.320 -0.441 0.8214
C -0.671 0.380 -2.002 -0.2402
C 0.620 -0.154 -2.205 -0.1771
C 0.884 -0.996 -3.279 -0.0975
C -0.148 -1.309 -4.173 -0.0431
C -1.402 -0.766 -3.999 -0.0297
C -1.663 0.084 -2.922 -0.0401
C -2.608 1.909 0.037 -0.2218
C -2.748 3.199 0.569 -0.0816
C -3.993 3.686 0.932 -0.0625
C -5.122 2.898 0.759 -0.0539
C -5.006 1.627 0.213 -0.0497
C -3.763 1.136 -0.153 -0.0787
C 0.364 2.633 -0.237 -0.2389
C 0.592 3.341 0.949 -0.1143
C 1.514 4.371 1.007 -0.0561
C 2.220 4.737 -0.133 -0.0550
C 1.991 4.072 -1.326 -0.0579
C 1.073 3.032 -1.377 -0.0769
H 1.428 0.158 -1.556 0.0872
H 1.888 -1.355 -3.464 0.1055
H 0.048 -1.959 -5.015 0.1197
H -2.196 -1.008 -4.692 0.1223
H -2.665 0.472 -2.788 0.1173
H -1.884 3.841 0.682 0.0904
H -4.082 4.684 1.339 0.1118
H -6.095 3.278 1.041 0.1136
H -5.885 1.013 0.068 0.1171
H -3.705 0.135 -0.561 0.0803
H 0.040 3.098 1.850 0.1006
H 1.676 4.896 1.940 0.1142
H 2.935 5.547 -0.089 0.1140
H 2.518 4.366 -2.224 0.1129
H 0.897 2.543 -2.328 0.1019
C 5.382 -3.397 -0.805 -0.0347
C 4.982 -2.098 -1.083 -0.0364
C 3.633 -1.812 -1.114 -0.1074
N 2.696 -2.748 -0.883 -0.0751
C 3.082 -3.999 -0.595 -0.0879
C 4.418 -4.357 -0.554 -0.0202
H 6.432 -3.652 -0.780 0.1205
H 5.700 -1.314 -1.273 0.1164
H 3.285 -0.810 -1.315 0.1005
H 2.290 -4.699 -0.382 0.1131
H 4.687 -5.378 -0.325 0.1203

| no. | total energy (hartree) |
| --- | --- |
| 1 | -4878.82813 |
| 2 | -2121.50694 |